Entry 1:
{"formula": "C40H48Cl53N4O6S", "method": "ωB97M-V/def2-TZVPD", "lumo_ev": -2.48, "gap_ev": 8.720, "total_charge": 1, "spin_multiplicity": 1, "fmax_ev_per_a": 3.70, "elements": ["C", "C", "O", "C", "C", "O", "C", "C", "O", "C", "C", "N", "C", "C", "S", "C", "N", "N", "C", "O", "C", "C", "C", "C", "C", "C", "C", "C", "O", "C", "C", "O", "C", "C", "N", "C", "C", "C", "Cl", "H", "H", "H", "H", "H", "H", "H", "H", "H", "H", "H", "H", "H", "H", "H", "H", "H", "H", "H", "H", "H", "H", "H", "H", "H", "H", "H", "H", "H", "H", "H", "H", "H", "H", "H", "H", "H", "H", "H", "H", "H", "H", "H", "H", "H", "H", "H", "H", "C", "Cl", "Cl", "Cl", "Cl", "C", "Cl", "Cl", "Cl", "Cl", "C", "Cl", "Cl", "Cl", "Cl", "C", "Cl", "Cl", "Cl", "Cl", "C", "Cl", "Cl", "Cl", "Cl", "C", "Cl", "Cl", "Cl", "Cl", "C", "Cl", "Cl", "Cl", "Cl", "C", "Cl", "Cl", "Cl", "Cl", "C", "Cl", "Cl", "Cl", "Cl", "C", "Cl", "Cl", "Cl", "Cl", "C", "Cl", "Cl", "Cl", "Cl", "C", "Cl", "Cl", "Cl", "Cl", "C", "Cl", "Cl", "Cl", "Cl"], "coordinates": [[2.123, -2.353, 0.791], [0.570, -2.398, 1.089], [0.022, -1.200, 0.501], [-1.368, -1.333, 0.183], [-1.911, 0.102, -0.106], [-2.630, 0.676, 0.997], [-3.384, 1.810, 0.614], [-2.508, 3.001, 0.036], [-2.896, 4.255, 0.624], [-2.453, 5.390, -0.112], [-1.010, 5.289, -0.689], [0.044, 5.496, 0.164], [0.093, 5.817, 1.592], [-0.635, 4.779, 2.526], [0.500, 4.352, 3.938], [0.917, 2.639, 3.492], [2.143, 2.186, 3.261], [1.955, 0.866, 2.944], [0.671, 0.594, 2.984], [-0.081, 1.718, 3.332], [1.174, 5.381, -0.649], [2.617, 5.587, -0.109], [3.092, 4.478, 0.918], [4.644, 4.226, 0.723], [5.510, 4.455, 2.019], [6.920, 3.771, 1.804], [7.603, 4.107, 0.424], [7.609, 2.873, -0.558], [7.760, 3.296, -1.927], [8.417, 2.290, -2.690], [0.865, 5.099, -2.011], [1.642, 4.953, -3.112], [2.176, 3.608, -3.288], [2.874, 2.982, -2.037], [-0.568, 5.054, -1.960], [-1.532, 4.846, -3.056], [-1.431, 3.453, -3.797], [-0.595, 3.600, -5.139], [-0.895, 2.080, -2.752], [2.487, -1.301, 0.685], [2.366, -2.914, -0.149], [2.634, -2.827, 1.662], [0.096, -3.274, 0.585], [0.372, -2.370, 2.193], [-1.965, -1.846, 0.974], [-1.422, -1.891, -0.797], [-1.002, 0.748, -0.275], [-2.584, 0.139, -1.005], [-4.192, 1.578, -0.132], [-3.881, 2.211, 1.533], [-1.443, 2.765, 0.285], [-2.723, 3.065, -1.058], [-2.431, 6.240, 0.625], [-3.225, 5.686, -0.872], [-0.435, 6.802, 1.727], [1.121, 5.966, 1.987], [-1.582, 5.165, 2.982], [-0.917, 3.837, 1.989], [0.113, -0.342, 2.818], [2.661, 6.572, 0.434], [3.276, 5.705, -1.002], [2.530, 3.525, 0.763], [2.926, 4.790, 1.980], [4.792, 3.180, 0.361], [5.056, 4.906, -0.067], [5.666, 5.565, 2.123], [5.038, 4.039, 2.939], [6.808, 2.653, 1.849], [7.592, 4.074, 2.642], [8.686, 4.314, 0.644], [7.200, 5.031, -0.068], [6.736, 2.185, -0.413], [8.532, 2.281, -0.311], [8.210, 1.248, -2.328], [9.536, 2.425, -2.702], [8.097, 2.310, -3.767], [2.968, 3.699, -4.079], [1.442, 2.867, -3.676], [3.660, 3.685, -1.689], [3.338, 2.020, -2.388], [2.137, 2.691, -1.250], [-2.590, 4.953, -2.705], [-1.362, 5.661, -3.804], [-2.473, 3.206, -4.133], [0.026, 4.530, -5.104], [0.101, 2.749, -5.316], [-1.284, 3.689, -6.020], [-7.461, 1.372, -1.388], [-8.238, 2.844, -0.785], [-7.050, 0.318, -0.025], [-8.574, 0.522, -2.479], [-5.979, 1.807, -2.265], [-4.853, -1.499, -4.485], [-4.855, -3.107, -3.743], [-3.391, -0.622, -3.987], [-4.878, -1.658, -6.253], [-6.284, -0.601, -3.954], [-3.505, -3.962, 3.354], [-4.613, -3.005, 2.354], [-3.409, -5.611, 2.716], [-1.893, -3.222, 3.325], [-4.097, -4.001, 5.019], [2.062, -6.735, 0.130], [3.472, -5.755, -0.309], [0.899, -5.734, 1.024], [1.295, -7.358, -1.340], [2.581, -8.091, 1.148], [10.389, 2.107, 2.481], [9.770, 2.899, 3.940], [10.690, 3.327, 1.230], [11.898, 1.264, 2.861], [9.192, 0.940, 1.890], [4.901, 4.010, 5.819], [4.179, 5.446, 6.571], [5.380, 2.860, 7.080], [3.720, 3.246, 4.735], [6.325, 4.491, 4.879], [-7.911, -4.489, 6.989], [-7.076, -3.098, 7.711], [-9.659, -4.212, 7.031], [-7.385, -4.693, 5.308], [-7.518, -5.951, 7.904], [-6.411, -6.462, -5.731], [-8.137, -6.163, -5.468], [-5.737, -7.310, -4.329], [-6.199, -7.458, -7.184], [-5.571, -4.915, -5.943], [-5.690, -10.500, -10.358], [-6.558, -9.931, -11.794], [-4.010, -10.864, -10.788], [-5.720, -9.238, -9.110], [-6.471, -11.963, -9.736], [-4.846, -8.986, 7.795], [-4.619, -7.918, 6.397], [-4.470, -8.100, 9.282], [-6.529, -9.540, 7.848], [-3.768, -10.384, 7.651], [4.829, -11.194, 2.184], [4.771, -12.737, 3.050], [6.337, -10.352, 2.574], [4.750, -11.490, 0.439], [3.449, -10.190, 2.673], [-2.304, -1.438, 7.473], [-2.070, -0.384, 6.063], [-1.919, -0.542, 8.950], [-3.991, -1.977, 7.529], [-1.238, -2.847, 7.340], [-7.077, -2.163, -9.981], [-7.870, -0.701, -9.367], [-6.673, -3.228, -8.624], [-8.168, -3.006, -11.090], [-5.592, -1.713, -10.839]], "forces_ev_per_a": [[-0.61, -0.38, 0.34], [1.08, 0.76, -0.84], [-0.66, -0.43, 0.52], [-0.23, 0.74, -1.06], [0.30, 0.20, -0.09], [-0.03, 0.01, -0.34], [-0.31, 1.28, 0.26], [-0.80, -0.85, -0.09], [0.53, -0.11, -0.32], [-0.07, 0.62, -0.08], [-0.43, 0.22, 1.11], [0.76, -0.88, -3.51], [-1.54, 0.86, 1.28], [0.01, -0.52, 0.01], [-0.23, -1.49, -0.58], [0.53, 1.19, -0.24], [-3.68, 0.07, -0.27], [-1.49, -1.54, -0.16], [0.68, 0.94, 0.27], [2.09, -0.31, -0.12], [2.64, 0.05, -1.04], [-1.10, 0.32, 0.51], [0.78, 0.11, -0.53], [-0.07, -0.12, 0.54], [0.44, -0.32, -1.30], [-0.38, 0.22, -0.18], [0.54, -0.18, -0.01], [1.01, 0.38, 0.44], [-0.21, -0.70, 0.40], [0.56, -0.63, -0.89], [-1.34, 0.62, 3.30], [-1.12, -0.34, 1.23], [1.64, -1.66, -0.33], [-0.41, -0.01, -0.83], [-0.54, 0.05, 0.91], [-0.33, -0.26, -0.77], [-0.34, 0.68, -1.58], [0.20, 0.15, 0.16], [-0.12, 0.61, -0.41], [-0.48, -0.83, 0.23], [-0.23, 0.50, 0.91], [-0.09, 0.28, -0.82], [0.33, 0.52, 0.72], [0.15, -0.35, -0.85], [0.44, 0.39, -0.54], [-0.22, 0.21, 1.01], [-0.74, -0.69, -0.23], [0.63, -0.25, 0.60], [0.75, -0.12, 0.60], [0.39, -0.47, -0.63], [-0.58, 0.32, -0.54], [0.65, -0.11, 0.70], [0.03, -0.76, -0.68], [0.88, -0.39, 0.37], [0.55, -0.79, -0.22], [-0.61, -0.29, -1.00], [0.93, -0.16, -0.54], [0.40, 0.91, 0.53], [0.62, 0.81, -0.02], [-0.08, -0.70, -0.63], [-0.47, -0.34, 0.79], [0.40, 0.77, 0.14], [-0.03, -0.14, -0.90], [-0.07, 0.72, 0.28], [-0.48, -0.64, 0.55], [-0.22, -0.96, 0.19], [0.25, 0.48, -1.33], [-0.02, 0.96, 0.19], [-0.46, -0.32, -0.76], [-1.40, 0.10, -0.45], [0.15, -0.91, 0.38], [0.41, 0.64, -0.28], [-0.94, 0.38, -0.06], [0.03, 0.87, -0.11], [-0.95, -0.02, 0.25], [0.06, 0.30, 1.04], [-0.87, 0.30, 0.67], [0.14, 0.99, 0.36], [-0.52, -0.78, 0.03], [-0.27, 0.97, 0.30], [0.65, 0.46, -0.46], [1.24, 0.02, 0.14], [-0.13, -0.77, 0.51], [0.93, 0.07, 0.64], [-0.45, -0.82, -0.03], [-0.72, 0.51, 0.12], [0.56, -0.15, 0.87], [-0.13, 0.01, 0.11], [0.09, -0.16, -0.08], [0.00, 0.09, -0.17], [-0.12, 0.32, 0.31], [-0.05, 0.62, 0.45], [-0.17, -0.12, -0.05], [0.25, 0.79, 0.48], [0.02, 0.05, 0.00], [0.08, 0.09, 0.31], [0.41, -0.95, -0.67], [-0.14, -0.14, 0.15], [0.12, -0.04, 0.05], [0.03, 0.17, 0.04], [-0.13, -0.13, 0.06], [0.24, -0.06, -0.38], [-0.02, -0.10, 0.02], [-0.12, -0.09, 0.04], [0.09, -0.20, -0.04], [0.06, 0.09, 0.14], [-0.23, 0.82, -0.69], [0.08, -0.03, 0.08], [0.11, -0.11, -0.08], [0.48, -0.30, 0.24], [-0.19, 0.10, -0.05], [0.18, -0.03, 0.17], [-0.01, 0.01, 0.16], [0.05, -0.10, -0.06], [-0.03, 0.13, -0.14], [0.85, 0.38, 0.96], [0.14, 0.03, 0.87], [-0.07, -0.11, -0.01], [-0.14, -0.11, -0.07], [0.19, 0.00, 0.01], [-0.18, 0.02, 0.17], [-0.03, 0.14, -0.07], [-0.02, -0.02, -0.11], [0.18, -0.01, -0.04], [-0.04, 0.10, -0.12], [-0.27, 0.74, 0.87], [-0.28, -0.72, -0.45], [-0.01, -0.08, -0.13], [0.09, -0.04, 0.15], [-0.16, 0.05, 0.06], [0.22, -0.79, -0.78], [0.08, 0.17, -0.05], [0.02, -0.02, 0.00], [-0.02, -0.07, 0.11], [-0.05, -0.06, -0.14], [0.16, 0.07, -0.01], [-0.11, 0.14, 0.01], [0.12, -0.11, -0.04], [-0.01, 0.18, -0.09], [-0.17, -0.06, -0.04], [-0.02, 0.06, 0.17], [0.32, -0.77, 0.55], [0.01, -0.04, 0.08], [-0.03, -0.07, 0.06], [-0.04, -0.08, -0.17], [0.22, 0.20, 0.18], [-0.11, 0.14, -0.02], [-0.05, -0.04, -0.06], [0.08, -0.12, -0.04], [-0.09, 0.05, -0.21], [0.12, 0.10, 0.12], [-0.12, -0.03, 0.09]]}

---

Entry 2:
{"formula": "C3H7NO2", "method": "ωB97M-V/def2-TZVPD", "lumo_ev": 0.88, "e_above_lowest_kj_mol": 296.1, "smiles": "C[C@H](O)/C=N/O", "gap_ev": 11.027, "total_charge": 0, "spin_multiplicity": 1, "fmax_ev_per_a": 1.75, "elements": ["C", "C", "O", "C", "N", "O", "H", "H", "H", "H", "H", "H", "H"], "coordinates": [[1.424, -0.927, -0.057], [0.587, 0.310, -0.423], [1.261, 1.393, 0.139], [-0.816, 0.169, 0.147], [-1.817, 0.337, -0.606], [-3.028, 0.130, 0.019], [2.456, -0.808, -0.456], [0.993, -1.858, -0.448], [1.542, -1.008, 1.038], [0.473, 0.386, -1.502], [0.738, 2.220, 0.012], [-0.945, -0.076, 1.219], [-2.868, -0.267, 0.919]], "forces_ev_per_a": [[0.62, 0.13, -0.08], [-0.57, -1.33, 0.53], [-0.22, 1.72, 0.17], [0.59, 0.06, -0.14], [0.04, -0.21, 0.54], [-0.28, -0.37, 0.71], [-0.71, -0.08, 0.10], [0.06, 0.30, 0.07], [-0.25, 0.06, -0.40], [0.10, 0.12, -0.23], [0.56, -0.97, 0.05], [0.18, 0.04, -0.32], [-0.12, 0.53, -1.01]]}

---

Entry 3:
{"formula": "C2H3CdO3", "method": "ωB97M-V/def2-TZVPD", "lumo_ev": [0.58, -1.40], "e_above_lowest_kj_mol": 0.0, "gap_ev": [8.498, 8.576], "total_charge": 0, "spin_multiplicity": 2, "fmax_ev_per_a": 3.14, "elements": ["O", "C", "Cd", "H", "H", "H", "O", "C", "O"], "coordinates": [[-0.216, 0.240, -0.597], [0.314, -1.035, -0.788], [-0.031, 2.101, -1.079], [0.625, -1.220, -1.831], [1.187, -1.190, -0.129], [-0.438, -1.809, -0.550], [-0.884, 1.898, 1.099], [-0.484, 0.843, 1.501], [-0.074, 0.174, 2.373]], "forces_ev_per_a": [[-0.32, -2.78, 1.42], [0.29, -0.54, -0.20], [0.41, 2.58, -1.33], [0.00, 0.15, 0.25], [-0.21, -0.10, -0.26], [0.20, 0.26, 0.01], [-0.25, -0.88, 0.29], [0.34, 1.89, 1.69], [-0.46, -0.58, -1.87]]}